(1)
The molecule C21H29NO. Source: the OMol25 dataset; level of theory: ωB97M-V/def2-TZVPD.

Properties
**2S+1**: 1
**SMILES string**: COc1ccc([C@H](CCN[C@H](C)c2ccccc2)C(C)C)cc1
**Gap between HOMO and LUMO**: 9.04 eV
**Energy relative to the best compared isomer or geometry (same formula, charge and spin)**: 0.277 eV

Each line ends with the natural charge from an NBO analysis.
Atoms and positions in Å:
C: 3.61993 -5.32196 -0.20870  -0.251
O: 3.54434 -3.94558 0.06539  -0.496
C: 2.31971 -3.34291 0.03040  0.299
C: 2.30228 -1.97681 0.30660  -0.252
C: 1.11822 -1.26970 0.29711  -0.202
C: -0.09005 -1.89815 0.01085  -0.048
C: -1.41998 -1.17476 0.02907  -0.228
C: -1.25037 0.26063 -0.47974  -0.424
C: -2.54618 0.97809 -0.88231  -0.211
N: -2.35725 2.20077 -1.63735  -0.620
C: -1.87032 3.35511 -0.89729  -0.060
C: -2.02238 4.59885 -1.77746  -0.599
C: -0.44090 3.23639 -0.40414  -0.033
C: 0.59626 2.96121 -1.28804  -0.178
C: 1.89101 2.79909 -0.83051  -0.218
C: 2.17114 2.91789 0.52032  -0.230
C: 1.15022 3.21084 1.40801  -0.194
C: -0.14488 3.36967 0.94699  -0.233
C: -2.03833 -1.33309 1.44398  -0.203
C: -3.56623 -1.30092 1.42728  -0.602
C: -1.49465 -0.32560 2.45255  -0.613
C: -0.05938 -3.25841 -0.26296  -0.132
C: 1.12065 -3.98223 -0.25752  -0.325
H: 4.67428 -5.58212 -0.12718  0.199
H: 3.04642 -5.90965 0.51600  0.174
H: 3.26904 -5.55156 -1.22045  0.174
H: 3.23778 -1.48709 0.52730  0.221
H: 1.15027 -0.21207 0.50880  0.220
H: -2.08466 -1.70043 -0.66771  0.201
H: -0.61032 0.21370 -1.36746  0.207
H: -0.73026 0.86001 0.26347  0.214
H: -3.15182 0.31118 -1.50563  0.192
H: -3.13086 1.23993 0.00187  0.184
H: -1.76533 2.02543 -2.44295  0.348
H: -2.53120 3.46426 -0.02783  0.191
H: -1.37469 4.53190 -2.64804  0.200
H: -3.05109 4.68237 -2.11666  0.220
H: -1.75603 5.49047 -1.21531  0.211
H: 0.39118 2.86146 -2.34520  0.198
H: 2.68393 2.57496 -1.52929  0.214
H: 3.18094 2.78320 0.87901  0.215
H: 1.36113 3.30895 2.46316  0.213
H: -0.93994 3.58975 1.64655  0.211
H: -1.74449 -2.33331 1.78786  0.202
H: -3.95924 -2.02410 0.71621  0.205
H: -3.94244 -0.31882 1.15919  0.199
H: -3.95062 -1.55253 2.41388  0.207
H: -1.83536 0.68120 2.22419  0.197
H: -0.40742 -0.33797 2.45865  0.215
H: -1.84300 -0.58046 3.45153  0.211
H: -0.98269 -3.77368 -0.48973  0.198
H: 1.08900 -5.03743 -0.48034  0.216

---

(2)
A structure of composition C23H33AsN2OOsS at a distorted geometry. Source: the OMol25 dataset; level of theory: ωB97M-V/def2-TZVPD.

Properties
**2S+1**: 1
**Net charge**: +4
**Gap between HOMO and LUMO**: 5.72 eV
**Energy relative to the best compared isomer or geometry (same formula, charge and spin)**: 0.009 eV

Each line ends with the natural charge from an NBO analysis.
Atoms and positions in Å:
Os: -0.30713 -0.25646 0.29641  1.124
N: 0.64126 -2.12765 0.12076  -0.765
C: 1.05888 -2.62844 1.43917  0.112
C: 1.92111 -3.66950 1.66217  -0.140
C: 2.18199 -4.07193 2.98893  -0.166
C: 1.57215 -3.44710 4.04558  -0.091
C: 0.68411 -2.36403 3.82253  -0.109
C: -0.01229 -1.67913 4.83518  0.048
C: -0.88286 -0.64829 4.50888  -0.259
C: -1.03844 -0.27760 3.18944  0.127
N: -0.37333 -0.88851 2.17915  -0.502
C: 0.46242 -1.95119 2.49643  0.138
H: 1.45058 -2.05374 -0.50066  0.444
H: 0.02673 -2.81531 -0.32234  0.437
H: 2.39223 -4.19783 0.84066  0.264
H: 2.85974 -4.89660 3.16311  0.280
H: 1.75718 -3.77906 5.05974  0.273
H: 0.12376 -1.96466 5.87275  0.276
H: -1.43461 -0.12411 5.27697  0.288
H: -1.68937 0.53862 2.90259  0.236
C: 6.48797 3.78277 -2.99524  -0.703
C: 5.12199 3.46980 -2.55698  0.300
C: 4.11657 3.17443 -3.51790  -0.236
C: 2.84611 2.90011 -3.12897  -0.065
C: 2.50349 2.96126 -1.72268  -0.344
C: 3.52260 3.22427 -0.74319  -0.074
C: 4.78768 3.46388 -1.16229  -0.204
S: 0.88786 2.86027 -1.44134  1.122
C: 0.53097 3.89422 -0.02742  -0.781
O: 0.27215 1.18919 -0.49917  -0.792
H: 6.88469 2.95467 -3.59664  0.304
H: 7.16284 3.98911 -2.16992  0.266
H: 6.46402 4.64787 -3.67122  0.310
H: 4.36878 3.18066 -4.57094  0.281
H: 2.07677 2.69353 -3.86384  0.263
H: 3.28718 3.24965 0.31226  0.241
H: 5.56557 3.67715 -0.44041  0.273
H: 1.09235 3.59106 0.85353  0.269
H: -0.54157 3.85217 0.14460  0.281
H: 0.82068 4.90038 -0.33856  0.304
C: -3.15829 -2.94989 1.15716  -0.628
C: -3.08039 -2.56803 -0.31495  -0.700
As: -2.57303 -0.72050 -0.64582  1.241
C: -3.87684 0.47174 0.16021  -0.696
C: -5.31608 0.04959 -0.14901  -0.633
C: -2.41175 -0.41405 -2.56550  -0.682
C: -3.52662 -1.10320 -3.35643  -0.633
H: -3.57564 -3.95291 1.24239  0.281
H: -3.81109 -2.28177 1.72025  0.232
H: -2.17604 -2.96526 1.63517  0.190
H: -4.06109 -2.62957 -0.79632  0.284
H: -2.41253 -3.20724 -0.89606  0.247
H: -3.65537 1.46829 -0.22640  0.254
H: -3.68698 0.47428 1.23446  0.242
H: -5.53726 0.08360 -1.21406  0.233
H: -5.98967 0.75043 0.34388  0.277
H: -5.54751 -0.94462 0.23189  0.227
H: -1.42887 -0.77671 -2.87025  0.242
H: -2.42989 0.67034 -2.68954  0.251
H: -3.49095 -2.18730 -3.25802  0.230
H: -3.39015 -0.86869 -4.41205  0.275
H: -4.51675 -0.75244 -3.07212  0.233

---

(3)
A cluster of 2 separate species, C20H31N4O6P2S in total at a distorted geometry. Source: the OMol25 dataset; level of theory: ωB97M-V/def2-TZVPD.

Properties
**2S+1**: 1
**Net charge**: +1
**Gap between HOMO and LUMO**: 6.64 eV

Each line ends with the natural charge from an NBO analysis.
Atoms and positions in Å:
C: 2.72923 1.14497 1.43151  -0.184
C: 3.73650 0.33421 1.19021  -0.060
C: 4.87241 -0.74103 0.85024  -0.517
C: 4.16796 -2.12456 0.41808  0.483
N: 2.77835 -2.28210 -0.00575  -0.475
C: 2.56384 -3.71267 -0.31984  0.626
N: 1.43785 -4.29853 -0.74442  -0.547
S: 1.12210 -5.93267 -1.17215  0.215
C: 0.24678 -3.35051 -0.86770  -0.339
C: 0.18087 -2.60379 -2.29239  0.560
O: 0.93915 -2.81762 -3.28957  -0.504
C: -1.00960 -1.49659 -2.45458  -0.138
C: -2.42126 -2.10442 -2.90319  -0.235
C: -3.63937 -1.10435 -3.03672  -0.201
C: -3.51470 0.44017 -2.76246  -0.219
C: -2.07702 0.97437 -2.32029  -0.184
C: -0.80579 0.03382 -2.15792  -0.232
N: 3.81250 -4.40203 -0.08270  -0.490
P: 4.44226 -6.04878 -0.14625  1.235
C: 3.39339 -7.01653 1.15982  -0.970
O: 4.21620 -6.77378 -1.72253  -0.915
N: 4.73418 -3.48183 0.35602  -0.503
P: 6.42438 -3.64330 0.86838  1.541
O: 7.32597 -4.46004 -0.07851  -1.002
H: 2.07463 2.09345 1.49777  0.291
H: 5.58531 -0.95021 1.73101  0.272
H: 5.54020 -0.28980 0.00681  0.305
H: 0.88052 -6.07365 -2.55010  0.181
H: -0.71633 -3.99539 -0.75034  0.269
H: 0.21164 -2.58469 0.00167  0.280
H: -2.54280 -3.24327 -3.09050  0.238
H: -4.67090 -1.52074 -3.33920  0.237
H: -4.40539 1.17890 -2.88079  0.252
H: -1.91766 2.09490 -2.11582  0.242
H: 0.22695 0.43020 -1.81914  0.245
H: 2.93872 -7.97734 0.72469  0.256
H: 4.10767 -7.26632 2.03950  0.272
H: 2.56513 -6.28589 1.53145  0.244
H: 3.66906 -7.58882 -1.54227  0.493
H: 6.39592 -4.31590 2.15976  -0.031
H: 7.06302 -2.37239 1.10491  0.003
C: -4.98196 4.74202 3.31135  -0.256
O: -3.69337 5.07042 2.81918  -0.545
C: -2.77158 3.98864 2.82933  -0.091
C: -2.11186 3.77546 1.46448  -0.078
O: -2.96326 3.37186 0.39155  -0.549
C: -3.96952 4.29126 -0.03795  -0.081
C: -3.48636 5.61761 -0.62563  -0.093
O: -2.85437 6.43736 0.34870  -0.545
C: -1.57809 6.92269 -0.02829  -0.254
H: -5.02514 4.93896 4.38886  0.178
H: -5.70975 5.38434 2.81028  0.192
H: -5.25252 3.70107 3.10875  0.168
H: -3.24584 3.05713 3.15652  0.172
H: -1.99189 4.23938 3.55766  0.180
H: -1.38771 2.96117 1.58061  0.174
H: -1.52041 4.64169 1.16798  0.178
H: -4.69889 4.44799 0.75749  0.185
H: -4.51630 3.76693 -0.83040  0.182
H: -4.35826 6.17508 -0.98943  0.187
H: -2.82909 5.42729 -1.48391  0.168
H: -1.05944 6.24543 -0.71156  0.163
H: -0.97232 7.02182 0.87510  0.187
H: -1.68396 7.90892 -0.48740  0.181

---

(4)
A structure of composition C6H12. Source: the OMol25 dataset; level of theory: ωB97M-V/def2-TZVPD.

Properties
**2S+1**: 1
**Gap between HOMO and LUMO**: 7.74 eV
**Energy relative to the best compared isomer or geometry (same formula, charge and spin)**: 6.707 eV

Each line ends with the natural charge from an NBO analysis.
Atoms and positions in Å:
C: -1.62464 -0.93868 0.87873  -0.700
C: -0.24150 -0.68067 0.39006  0.024
C: -0.75215 0.79536 -0.95967  -0.633
C: 0.76746 0.14443 1.14029  -0.501
C: 1.76352 0.20578 -0.02589  -0.415
C: 0.81234 -0.19563 -1.16669  -0.278
H: -2.26723 -1.38899 0.11368  0.223
H: -1.50962 -1.69305 1.67163  0.246
H: -2.16123 -0.07028 1.31499  0.160
H: -1.21983 0.50784 -1.90328  0.219
H: -0.23913 1.75406 -1.06004  0.217
H: -1.54717 0.95260 -0.22825  0.227
H: 0.45682 1.14195 1.51039  0.159
H: 1.12969 -0.41665 2.01326  0.225
H: 2.56947 -0.52763 0.07922  0.219
H: 2.21391 1.19200 -0.18568  0.198
H: 0.88001 -1.22140 -1.52570  0.225
H: 0.96926 0.43898 -2.05702  0.185

---

(5)
A structure of composition C4H5NO. Source: the OMol25 dataset; level of theory: ωB97M-V/def2-TZVPD.

Properties
**2S+1**: 1
**Gap between HOMO and LUMO (spin up / spin down)**: 8.79 / 8.79 eV
**Energy relative to the best compared isomer or geometry (same formula, charge and spin)**: 7.025 eV

Each line ends with the natural charge from an NBO analysis.
Atoms and positions in Å:
O: 0.52357 0.32924 1.63924  -0.659
C: 0.19641 -0.30709 0.46127  0.125
C: -0.56813 0.38039 -0.64617  -0.375
C: -1.30210 -0.53463 0.29070  -0.390
C: 1.33396 -0.49366 -0.39494  0.343
N: 1.91202 0.27503 -1.12131  -0.518
H: 1.12000 1.06438 1.42217  0.481
H: 0.80743 1.06310 -1.13007  0.329
H: -0.51432 -0.14283 -1.60011  0.205
H: -1.81679 -0.15929 1.17270  0.239
H: -1.69204 -1.47465 -0.09347  0.220

---

(6)
The ion C2H6ClN2S with charge +1 at a distorted geometry. Source: the OMol25 dataset; level of theory: ωB97M-V/def2-TZVPD.

Properties
**2S+1**: 1
**SMILES string**: ClN1C[NH2+]CS1
**Net charge**: +1
**Gap between HOMO and LUMO**: 9.54 eV
**Energy relative to the best compared isomer or geometry (same formula, charge and spin)**: 0.000 eV

Each line ends with the natural charge from an NBO analysis.
Atoms and positions in Å:
Cl: -0.24282 -0.38560 2.74358  0.113
N: -0.93693 -0.56833 1.05388  -0.564
C: -0.86921 0.64373 0.32814  -0.108
N: 0.49622 0.68064 -0.39116  -0.576
C: 0.82949 -0.71482 -0.87814  -0.394
S: -0.49666 -1.81634 0.03347  0.514
H: -1.66539 0.50061 -0.49856  0.262
H: -1.05245 1.45755 1.11516  0.284
H: 0.38205 1.39314 -1.19143  0.464
H: 1.36902 1.02714 0.05858  0.466
H: 0.46018 -1.08278 -1.88713  0.279
H: 1.72649 -1.13494 -0.48638  0.261